{
  "formula": "C4H7NO",
  "method": "ωB97M-V/def2-TZVPD",
  "smiles": "C1N[C@H]1[C@H]1CO1",
  "e_tot_ev": -7794.979,
  "homo_energy_ev": -9.3,
  "homo_lumo_gap_ev": 10.51,
  "total_charge": 0,
  "symbols": ["C", "N", "C", "C", "C", "O", "H", "H", "H", "H", "H", "H", "H"],
  "coordinates": [[-1.66869, -0.27291, 0.02104], [-1.13418, 1.18322, 0.32291], [-0.50082, 0.30086, -0.62489], [0.82564, -0.38057, -0.46986], [1.89262, 0.15553, 0.36776], [1.08591, -0.93290, 0.80782], [-1.39192, -1.04539, 0.74905], [-2.62987, -0.32872, -0.45377], [-1.49020, 0.75134, 1.20404], [-0.71727, 0.60171, -1.65289], [1.08246, -1.03168, -1.31043], [2.93062, -0.09547, 0.15190], [1.71571, 1.09499, 0.88730]]
}

***

{
  "formula": "C4H7NO",
  "method": "ωB97M-V/def2-TZVPD",
  "smiles": "CN1CCC1=O",
  "e_tot_ev": -7798.575,
  "homo_energy_ev": -9.4,
  "homo_lumo_gap_ev": 10.26,
  "total_charge": 0,
  "symbols": ["C", "N", "C", "C", "C", "O", "H", "H", "H", "H", "H", "H", "H"],
  "coordinates": [[-1.80846, 0.46253, -0.06970], [-0.41350, 0.06647, 0.02058], [0.45302, -1.15234, 0.01367], [1.67529, -0.19535, 0.06145], [0.63290, 0.93203, 0.04654], [0.62334, 2.13832, 0.04987], [-2.39944, 0.00188, 0.72466], [-1.91841, 1.56115, 0.04512], [-2.22938, 0.21022, -1.04832], [0.41219, -1.76759, -0.89489], [0.36569, -1.80293, 0.89393], [2.28145, -0.23328, 0.97176], [2.33157, -0.21185, -0.81449]]
}

***

{
  "formula": "C4H7NO",
  "method": "ωB97M-V/def2-TZVPD",
  "smiles": "C[C@H](O)CC#N",
  "e_tot_ev": -7798.660,
  "homo_energy_ev": -10.8,
  "homo_lumo_gap_ev": 11.58,
  "total_charge": 0,
  "symbols": ["C", "C", "O", "C", "C", "N", "H", "H", "H", "H", "H", "H", "H"],
  "coordinates": [[1.44317, -0.40566, -0.21392], [0.32499, 0.24505, 0.59132], [-0.29182, -0.66589, 1.47124], [-0.74479, 0.90741, -0.32532], [-1.70378, -0.14152, -0.67248], [-2.36143, -1.08036, -0.83180], [2.08797, -0.97414, 0.46209], [2.04857, 0.34738, -0.73113], [1.04153, -1.09907, -0.96332], [0.74440, 1.02460, 1.23526], [-0.77731, -1.31750, 0.93821], [-1.26355, 1.71717, 0.19664], [-0.31508, 1.31871, -1.24414]]
}

***

{
  "formula": "C4H7NO",
  "method": "ωB97M-V/def2-TZVPD",
  "smiles": "C/C=N/CC=O",
  "e_tot_ev": -7798.100,
  "homo_energy_ev": -9.8,
  "homo_lumo_gap_ev": 10.76,
  "total_charge": 0,
  "symbols": ["C", "C", "N", "C", "C", "O", "H", "H", "H", "H", "H", "H", "H"],
  "coordinates": [[0.38741, -1.45293, 1.79413], [0.30374, -0.24371, 0.91562], [0.27965, -0.33311, -0.34795], [0.22298, 0.90117, -1.10058], [-1.03821, 0.96081, -1.94084], [-1.54622, 1.99470, -2.29989], [-0.51917, -1.55576, 2.40214], [1.23171, -1.36020, 2.48688], [0.51447, -2.34838, 1.18221], [0.27338, 0.73516, 1.42319], [0.28217, 1.81747, -0.49232], [1.06865, 0.91155, -1.80382], [-1.46056, -0.02677, -2.21879]]
}

***

{
  "formula": "C4H7NO",
  "method": "ωB97M-V/def2-TZVPD",
  "e_tot_ev": -7793.605,
  "homo_energy_ev": -9.1,
  "homo_lumo_gap_ev": 9.96,
  "total_charge": 0,
  "symbols": ["O", "C", "C", "C", "N", "C", "H", "H", "H", "H", "H", "H", "H"],
  "coordinates": [[-0.46196, -1.41108, 1.63507], [0.29684, -1.01424, 0.63800], [-0.81525, -0.39641, -0.81771], [0.10688, 0.79256, -0.67303], [-0.13418, 1.38280, 0.64932], [0.90530, 0.37020, 0.49256], [-1.01448, -1.02798, 0.50857], [0.88730, -1.76822, 0.08476], [-1.88176, -0.13539, -0.77264], [-0.61222, -1.06981, -1.65125], [0.46392, 1.40025, -1.49918], [0.31116, 2.29689, 0.69509], [1.94844, 0.58042, 0.71044]]
}

***

{
  "formula": "C4H7NO",
  "method": "ωB97M-V/def2-TZVPD",
  "e_tot_ev": -7793.977,
  "homo_energy_ev": [-7.6, -8.0],
  "homo_lumo_gap_ev": [8.04, 8.14],
  "total_charge": 0,
  "symbols": ["C", "C", "O", "C", "C", "N", "H", "H", "H", "H", "H", "H", "H"],
  "coordinates": [[0.32197, 1.38290, 1.51887], [0.08925, 0.70985, 0.18369], [0.44382, -0.66375, 0.30685], [-0.03626, -1.48850, -0.65330], [-0.46767, -1.05839, -1.90163], [-1.09820, -0.65768, -2.88781], [1.34614, 1.21153, 1.86260], [0.16182, 2.46163, 1.42552], [-0.36866, 0.99103, 2.27107], [0.71312, 1.15677, -0.60503], [-0.95954, 0.79857, -0.12485], [0.31368, -2.50855, -0.54420], [0.34520, -1.14753, -2.69385]]
}

***

{
  "formula": "C4H7NO",
  "method": "ωB97M-V/def2-TZVPD",
  "smiles": "O=C1CCCN1",
  "e_tot_ev": -7797.207,
  "homo_energy_ev": -9.7,
  "homo_lumo_gap_ev": 10.66,
  "total_charge": 0,
  "symbols": ["O", "C", "C", "C", "C", "N", "H", "H", "H", "H", "H", "H", "H"],
  "coordinates": [[2.41808, 0.73028, -0.27251], [1.23754, 0.48564, -0.27955], [0.60894, -0.92062, -0.27074], [-0.65806, -0.81263, 0.50458], [-1.05671, 0.83379, -0.10502], [0.23031, 1.43710, -0.22524], [0.34463, -1.20627, -1.29259], [1.34074, -1.61261, 0.12995], [-1.46863, -1.51547, 0.25926], [-0.49795, -0.91216, 1.61132], [-1.49664, 0.60785, -1.07457], [-1.49336, 0.55886, 0.82604], [0.49111, 2.32622, 0.18908]]
}

***

{
  "formula": "C4H7NO",
  "method": "ωB97M-V/def2-TZVPD",
  "e_tot_ev": -7793.503,
  "homo_energy_ev": -8.4,
  "homo_lumo_gap_ev": 8.63,
  "total_charge": 0,
  "symbols": ["O", "N", "C", "C", "C", "C", "H", "H", "H", "H", "H", "H", "H"],
  "coordinates": [[2.07953, -0.76243, 0.43498], [1.30614, 0.36546, 0.42235], [0.16693, 0.18432, -0.16478], [-0.32577, -1.13538, -0.69070], [-0.86788, 1.00964, 1.34039], [-0.70397, 1.41949, -0.07783], [2.88780, -0.45556, 0.86892], [-0.11119, -1.24777, -1.75906], [0.16830, -1.95290, -0.15984], [-1.51870, 0.10538, 1.31987], [-1.40670, -1.22685, -0.55037], [-1.54363, 1.35645, -0.77718], [-0.13085, 2.34016, -0.20674]]
}

***

{
  "formula": "C4H7NO",
  "method": "ωB97M-V/def2-TZVPD",
  "smiles": "N#CCCCO",
  "e_tot_ev": -7797.896,
  "homo_energy_ev": -10.7,
  "homo_lumo_gap_ev": 11.35,
  "total_charge": 0,
  "symbols": ["N", "C", "C", "C", "C", "O", "H", "H", "H", "H", "H", "H", "H"],
  "coordinates": [[-2.14304, 1.90889, -0.55187], [-1.72303, 0.89223, -0.19259], [-1.05929, -0.32770, 0.27564], [0.11118, -0.67712, -0.64634], [1.33634, 0.22249, -0.16124], [1.57547, 0.13232, 1.21939], [-0.62705, -0.11057, 1.33244], [-1.75667, -1.11720, 0.54745], [0.32840, -1.75647, -0.60931], [-0.02812, -0.37920, -1.69483], [2.19710, -0.14677, -0.72796], [1.11125, 1.26831, -0.44851], [0.67747, 0.09080, 1.65774]]
}

***

{
  "formula": "C4H7NO2",
  "method": "ωB97M-V/def2-TZVPD",
  "smiles": "O=N[C@@H]1CC[C@H]1O",
  "e_tot_ev": -9843.016,
  "homo_energy_ev": -9.2,
  "homo_lumo_gap_ev": 9.16,
  "total_charge": 0,
  "symbols": ["O", "N", "C", "C", "C", "C", "O", "H", "H", "H", "H", "H", "H", "H"],
  "coordinates": [[2.42914, 1.40998, -0.33580], [1.76681, 0.63591, -1.00029], [0.84620, -0.04487, -0.09975], [0.07105, -1.33348, -0.50787], [-1.14706, -0.76970, 0.25804], [-0.53988, 0.62958, 0.11510], [-0.64929, 1.43952, 1.24595], [1.36831, 0.17807, 0.84706], [0.44466, -2.31961, -0.22009], [-0.13474, -1.36586, -1.58910], [-1.11851, -1.08850, 1.30380], [-2.15721, -0.91149, -0.13773], [-0.88202, 1.13596, -0.79519], [-0.38248, 2.33588, 1.00983]]
}

***

{
  "formula": "C4H7NO2",
  "method": "ωB97M-V/def2-TZVPD",
  "e_tot_ev": -9843.812,
  "homo_energy_ev": -8.8,
  "homo_lumo_gap_ev": 9.60,
  "total_charge": 0,
  "symbols": ["C", "C", "N", "O", "C", "C", "O", "H", "H", "H", "H", "H", "H", "H"],
  "coordinates": [[-1.62970, 0.12813, 0.14763], [-0.36750, -0.43557, -0.34960], [0.12343, -0.04800, -1.55148], [-0.12981, -1.69905, 0.07876], [0.87306, -0.92870, 0.74677], [1.89464, 1.40950, 0.16906], [2.32146, 1.77642, 1.14910], [-1.77664, 0.06186, 1.21448], [-1.74182, 1.15977, -0.12221], [-2.44608, -0.39997, -0.30800], [-0.56376, 0.49602, -2.03781], [0.63592, -0.71082, 1.78295], [1.84842, -1.35344, 0.58410], [0.95839, 0.54385, -1.50375]]
}

***

{
  "formula": "C4H7NO2",
  "method": "ωB97M-V/def2-TZVPD",
  "smiles": "[H]/N=C1/CO[C@H](C)O1",
  "e_tot_ev": -9846.131,
  "homo_energy_ev": -10.3,
  "homo_lumo_gap_ev": 11.15,
  "total_charge": 0,
  "symbols": ["H", "N", "C", "C", "O", "C", "C", "O", "H", "H", "H", "H", "H", "H"],
  "coordinates": [[2.71730, 1.50206, 0.11482], [2.58394, 0.56061, -0.25433], [1.43789, 0.12784, 0.03447], [0.86838, -1.20443, -0.39017], [-0.31580, -1.33329, 0.36907], [-0.71363, -0.03738, 0.73477], [-1.70947, 0.56933, -0.22805], [0.47849, 0.76030, 0.76350], [0.66168, -1.19380, -1.46946], [1.54292, -2.02187, -0.13200], [-1.12596, -0.08958, 1.74773], [-2.01067, 1.54976, 0.15216], [-2.58242, -0.08721, -0.30111], [-1.27170, 0.70048, -1.22448]]
}

***

{
  "formula": "C4H7NO2",
  "method": "ωB97M-V/def2-TZVPD",
  "smiles": "O=CCCNC=O",
  "e_tot_ev": -9844.496,
  "homo_energy_ev": -9.5,
  "homo_lumo_gap_ev": 10.36,
  "total_charge": 0,
  "symbols": ["O", "C", "C", "C", "N", "C", "O", "H", "H", "H", "H", "H", "H", "H"],
  "coordinates": [[-2.56578, -0.07766, -1.24509], [-2.06437, -0.29947, -0.17832], [-0.76193, -1.02448, 0.12777], [-0.14265, 0.58981, 0.27873], [1.27692, 0.32086, 0.59813], [2.25240, 0.55344, -0.35030], [2.83803, -0.30206, -0.97678], [-2.52308, 0.12560, 0.74141], [-0.44513, -1.46399, -0.81217], [-0.82932, -1.64798, 1.00890], [-0.55821, 1.07571, 1.15766], [-0.23589, 1.14864, -0.64604], [1.38616, -0.58094, 1.03166], [2.37283, 1.58253, -0.73555]]
}

***

{
  "formula": "C4H7NO2",
  "method": "ωB97M-V/def2-TZVPD",
  "e_tot_ev": -9844.215,
  "homo_energy_ev": -9.9,
  "homo_lumo_gap_ev": 10.60,
  "total_charge": 0,
  "symbols": ["C", "C", "O", "C", "C", "N", "O", "H", "H", "H", "H", "H", "H", "H"],
  "coordinates": [[-2.97537, 0.68930, 0.02369], [0.21554, 0.62262, 0.71543], [-0.02933, -0.51462, 0.09030], [1.16200, -1.14716, -0.40563], [2.22582, -0.19072, 0.03299], [3.47009, -0.25279, -0.09684], [1.53831, 0.84239, 0.67087], [-3.82670, 1.27938, 0.36834], [-3.18591, -0.37448, 0.17470], [-2.79402, 0.90319, -1.03090], [-2.06482, 0.96554, 0.56446], [1.08721, -1.24399, -1.48972], [1.25050, -2.13389, 0.05355], [3.92669, 0.55523, 0.32875]]
}

***

{
  "formula": "C4H7NO2",
  "method": "ωB97M-V/def2-TZVPD",
  "e_tot_ev": -9840.540,
  "homo_energy_ev": [-7.8, -6.9],
  "homo_lumo_gap_ev": [7.90, 6.00],
  "total_charge": 0,
  "symbols": ["C", "C", "C", "O", "C", "O", "N", "H", "H", "H", "H", "H", "H", "H"],
  "coordinates": [[1.03329, 0.87935, 1.22501], [-0.81329, -0.35406, 0.00864], [-2.23636, -0.40626, -0.24280], [-1.46994, 0.80972, -0.46066], [0.34588, -0.95832, -0.52214], [0.64791, -2.13966, -0.59201], [1.40256, 0.06938, -0.73649], [0.16198, 1.52936, 1.18787], [1.00981, 0.08756, 1.97046], [1.99407, 1.36995, 1.09864], [-2.64189, -0.85620, -1.15564], [-2.94254, -0.36602, 0.59305], [2.31712, -0.36710, -0.86089], [1.19140, 0.70230, -1.51305]]
}

***

{
  "formula": "C4H7NO2",
  "method": "ωB97M-V/def2-TZVPD",
  "smiles": "C[C@@H](C=O)C(N)=O",
  "e_tot_ev": -9846.797,
  "homo_energy_ev": -9.7,
  "homo_lumo_gap_ev": 10.37,
  "total_charge": 0,
  "symbols": ["C", "C", "C", "O", "C", "N", "O", "H", "H", "H", "H", "H", "H", "H"],
  "coordinates": [[-0.84489, -1.08383, 0.35190], [-0.39429, 0.22347, -0.30410], [-1.22253, 1.40096, 0.19907], [-2.39184, 1.29199, 0.48352], [1.09688, 0.53942, -0.19882], [1.93264, -0.52875, -0.29101], [1.51394, 1.67948, -0.07535], [-0.47953, -1.15316, 1.38207], [-1.93700, -1.10817, 0.37880], [-0.49977, -1.96544, -0.19887], [-0.60969, 0.16984, -1.38394], [-0.69419, 2.36594, 0.27310], [1.60549, -1.47577, -0.37835], [2.92476, -0.35598, -0.23803]]
}

***

{
  "formula": "C4H7NO2",
  "method": "ωB97M-V/def2-TZVPD",
  "smiles": "C[C@@]1(CO)NC1=O",
  "e_tot_ev": -9842.747,
  "homo_energy_ev": -9.3,
  "homo_lumo_gap_ev": 9.91,
  "total_charge": 0,
  "symbols": ["C", "C", "C", "O", "N", "C", "O", "H", "H", "H", "H", "H", "H", "H"],
  "coordinates": [[0.87174, -0.39319, 1.23535], [0.16335, 0.36068, 0.15539], [-0.26992, -0.52313, -1.35967], [0.96655, -0.96833, -1.77864], [-1.51520, 0.46050, 0.15374], [-0.65176, 1.49471, 0.45162], [-0.70157, 2.63875, 0.80693], [1.60204, -1.07561, 0.79879], [0.20685, -0.97408, 1.88171], [1.41027, 0.32033, 1.86473], [-0.88516, -1.41520, -1.26948], [-0.68944, 0.23720, -2.01629], [1.55993, -0.20452, -1.82028], [-2.06769, 0.04190, 0.89611]]
}

***

{
  "formula": "C4H7NO2",
  "method": "ωB97M-V/def2-TZVPD",
  "smiles": "[H]/N=C1/CO[C@H](C)O1",
  "e_tot_ev": -9845.918,
  "homo_energy_ev": -10.2,
  "homo_lumo_gap_ev": 11.11,
  "total_charge": 0,
  "symbols": ["H", "N", "C", "C", "O", "C", "C", "O", "H", "H", "H", "H", "H", "H"],
  "coordinates": [[0.09710, -2.72186, -0.83606], [-0.76590, -2.18197, -0.92202], [-0.69064, -1.16518, -0.18474], [-1.67111, -0.03457, -0.04451], [-0.81400, 1.07034, 0.18342], [0.38611, 0.57945, 0.74854], [1.58974, 1.07374, -0.03714], [0.35042, -0.84668, 0.63476], [-2.26566, 0.13909, -0.94093], [-2.33342, -0.21527, 0.81534], [0.41214, 0.82077, 1.81911], [2.47498, 1.17054, 0.59589], [1.37121, 2.02734, -0.51972], [1.80650, 0.33275, -0.81301]]
}

***

{
  "formula": "C4H7NO2",
  "method": "ωB97M-V/def2-TZVPD",
  "smiles": "O=CN1CC(O)C1",
  "e_tot_ev": -9845.074,
  "homo_energy_ev": -9.5,
  "homo_lumo_gap_ev": 10.17,
  "total_charge": 0,
  "symbols": ["O", "C", "N", "C", "C", "O", "C", "H", "H", "H", "H", "H", "H", "H"],
  "coordinates": [[-2.09544, 1.23948, -1.19607], [-0.90196, 1.24070, -1.42259], [-0.00115, 0.25429, -1.02644], [1.19740, 0.32250, -0.13723], [0.31858, -0.39751, 0.91190], [0.86040, -1.25357, 1.86759], [-0.54245, -0.87767, -0.24711], [-0.47485, 1.96968, -2.12975], [1.54978, 1.29204, 0.22686], [2.05277, -0.24099, -0.54926], [-0.25310, 0.42153, 1.36539], [0.14372, -1.45119, 2.48568], [-1.62124, -0.81400, -0.12886], [-0.24887, -1.85738, -0.65012]]
}

***

{
  "formula": "C4H7NO2",
  "method": "ωB97M-V/def2-TZVPD",
  "smiles": "[H]/N=C(\\C)OCC=O",
  "e_tot_ev": -9845.162,
  "homo_energy_ev": -10.2,
  "homo_lumo_gap_ev": 10.77,
  "total_charge": 0,
  "symbols": ["H", "N", "C", "C", "O", "C", "C", "O", "H", "H", "H", "H", "H", "H"],
  "coordinates": [[1.93570, -0.24431, 2.12115], [0.97586, 0.09911, 2.09563], [0.64639, 0.34720, 0.90335], [1.48445, 0.17570, -0.34359], [-0.56155, 0.96114, 0.68727], [-1.63442, 0.28194, 0.05861], [-1.24501, -0.69585, -1.04398], [-1.33302, -1.89237, -0.91434], [2.54920, 0.19344, -0.10049], [1.27055, -0.77770, -0.83810], [1.26668, 0.98733, -1.04350], [-2.22910, -0.26463, 0.79701], [-2.23954, 1.07916, -0.38393], [-0.88619, -0.25017, -1.99509]]
}